No. 1
Entry from the Open Molecules 2025 dataset: C3H13O4PPtSi2 as an isolated structure (ωB97M-V/def2-TZVPD).

Each line ends with the Löwdin charge.
Atoms and positions in Å:
C -0.482 1.871 1.814  -0.08
C -1.632 0.924 1.474  -0.21
C -1.531 -0.490 2.042  -0.20
O -0.184 -0.932 2.291  -0.21
Si 0.779 -1.415 1.123  0.50
O -0.064 -2.101 -0.191  -0.35
Si -0.156 -1.327 -1.557  0.57
P 2.005 -1.092 -2.657  0.90
O 3.036 -0.289 -1.855  -0.14
O 1.686 -0.403 -3.941  -0.31
H -0.132 2.367 0.918  0.06
H -0.793 2.662 2.471  0.08
H 0.362 1.379 2.270  0.06
H -2.537 1.346 1.882  0.12
H -1.807 0.892 0.402  0.07
H -2.070 -0.558 2.969  0.13
H -2.032 -1.173 1.370  0.11
H 1.744 -2.387 1.618  0.02
H 1.521 -0.249 0.530  0.00
H -0.508 0.130 -1.500  0.00
H -0.929 -2.057 -2.559  0.02
H 2.714 0.386 -1.225  0.11
H 1.065 0.686 -3.768  0.01
Pt -0.054 1.830 -3.920  0.74

**Net charge**: +2
**Gap between HOMO and LUMO**: 0.184 hartree



No. 2
Entry from the Open Molecules 2025 dataset: a 3-piece molecular cluster, C3H14N2O2 overall (ωB97M-V/def2-TZVPD).

Each line ends with the Löwdin charge.
Atoms and positions in Å:
N -1.436 0.910 2.139  -0.05
C -0.577 -0.237 1.876  -0.28
C 0.182 -0.108 0.419  -0.17
C 1.540 -0.777 0.487  -0.31
N 1.932 -1.596 -0.639  -0.06
H -1.907 1.306 1.311  0.05
H -1.576 1.614 2.904  0.09
H 0.239 -0.373 2.574  0.08
H -1.144 -1.190 1.989  0.10
H 0.328 1.023 0.394  0.11
H -0.552 -0.383 -0.423  0.12
H 2.289 -0.025 0.650  0.10
H 1.653 -1.708 1.323  0.16
H 1.609 -2.533 -0.405  0.07
H 2.953 -1.627 -0.712  0.08
O 0.031 -1.793 -2.780  -0.09
H 0.946 -2.100 -2.498  0.03
H 0.099 -1.916 -3.694  -0.02
O -1.480 3.357 -0.745  -0.09
H -1.589 4.202 -1.277  0.07
H -2.103 2.733 -1.121  0.02

**SMILES**: NCCCN.O.O
**Relative energy (zero: lowest compared OMol25 entry of this formula, charge and spin)**: 248.2 kJ/mol
**Gap between HOMO and LUMO**: 0.335 hartree



No. 3
Entry from the Open Molecules 2025 dataset: a 3-piece molecular cluster, C3H14N2O2 overall (ωB97M-V/def2-TZVPD).

Each line ends with the Löwdin charge.
Atoms and positions in Å:
C 0.233 1.827 -0.213  -0.10
N 0.352 0.658 0.745  -0.14
C 0.923 -0.521 0.061  -0.26
C 1.235 -1.543 1.125  -0.26
N 0.026 -2.432 1.125  -0.04
H -0.529 2.589 0.006  0.07
H 1.190 2.347 -0.227  0.07
H 0.106 1.283 -1.152  0.07
H 0.985 0.941 1.470  0.08
H 1.897 -0.104 -0.337  0.12
H 0.323 -0.964 -0.726  0.11
H 1.257 -1.122 2.124  0.10
H 1.949 -2.309 0.852  0.11
H -0.775 -1.893 1.453  0.05
H 0.199 -3.169 1.849  0.08
O -0.317 0.885 -5.416  -0.06
H -1.232 0.785 -5.714  0.04
H 0.202 0.301 -5.975  0.03
O -2.066 0.835 3.158  -0.06
H -1.653 -0.024 3.206  0.01
H -1.842 1.394 2.414  0.01

**SMILES**: CNCCN.O.O
**Relative energy (zero: lowest compared OMol25 entry of this formula, charge and spin)**: 185.0 kJ/mol
**Gap between HOMO and LUMO**: 0.359 hartree



No. 4
Entry from the Open Molecules 2025 dataset: a 3-piece molecular cluster, C3H14N2O2 overall (ωB97M-V/def2-TZVPD).

Each line ends with the Mulliken spin population.
Atoms and positions in Å:
N 0.176 -1.371 -0.651  0.53
C -0.267 -0.057 -0.371  -0.01
C 0.974 0.887 -0.201  0.08
C -1.210 -0.042 0.818  0.01
N -2.534 -0.554 0.532  0.35
H 0.311 -1.983 0.157  -0.02
H 0.902 -1.566 -1.348  -0.02
H -0.796 0.356 -1.244  0.03
H 0.616 1.900 -0.070  0.00
H 1.563 0.729 -1.103  0.00
H 1.628 0.525 0.590  0.00
H -0.764 -0.664 1.603  0.01
H -1.338 1.007 1.102  0.04
H -2.840 -1.254 1.200  -0.01
H -2.714 -0.904 -0.402  -0.01
H 5.654 0.678 3.005  0.00
H 5.193 -0.604 2.352  0.00
O 5.751 -0.257 3.059  0.00
H -4.154 1.351 -3.138  0.00
H -2.848 0.566 -3.170  0.00
O -3.304 1.255 -2.722  0.00

**2S+1**: 2
**Net charge**: +1
**Relative energy (zero: lowest compared OMol25 entry of this formula, charge and spin)**: 86.8 kJ/mol
**Gap between HOMO and LUMO (spin up / spin down)**: 0.387 / 0.178 hartree